Entry one
DFT (ωB97M-V/def2-TZVPD) results for one molecule with the formula C3H9ClOSi.

Output
- Charge: 0
- Lowest unoccupied orbital energy: 0.026 Eh
- Spin multiplicity: 1
- SMILES: CC[Si@@](C)(O)Cl

The geometry in XYZ format:
```
15
Properties=species:S:1:pos:R:3:mulliken_charge:R:1
C -0.37 -1.88 -0.22 -1.209
C -0.29 1.30 -1.26 -0.973
C 0.55 -1.07 0.70 -0.459
O -0.70 1.46 1.66 -0.565
Si 0.42 0.80 0.43 0.651
Cl 2.21 1.73 0.72 -0.295
H -0.28 -2.94 0.00 0.357
H -1.40 -1.59 -0.08 0.322
H -0.11 -1.72 -1.26 0.322
H -0.44 2.38 -1.31 0.283
H 0.37 1.03 -2.08 0.313
H -1.25 0.83 -1.43 0.305
H 1.58 -1.40 0.54 0.332
H 0.31 -1.31 1.74 0.345
H -0.61 2.39 1.85 0.273
```


Entry two
DFT (ωB97M-V/def2-TZVPD) results for one molecule with the formula C3H9ClOSi.

Output
- Charge: 0
- Lowest unoccupied orbital energy: 0.031 Eh
- Spin multiplicity: 1
- SMILES: CO[Si@@H](C)CCl

The geometry in XYZ format:
```
15
Properties=species:S:1:pos:R:3:mulliken_charge:R:1
C 1.74 0.96 1.02 -0.490
C 0.07 -0.07 -1.73 -1.135
C -1.69 -1.22 0.69 -0.599
O 0.36 1.25 0.95 -0.355
Si -0.74 0.45 -0.10 0.602
Cl -0.64 -2.69 0.21 -0.229
H 2.11 0.33 0.18 0.240
H 1.91 0.42 1.95 0.226
H 2.21 1.96 1.11 0.207
H -0.63 -0.45 -2.40 0.385
H 0.48 0.77 -2.29 0.311
H 0.83 -0.72 -1.45 0.363
H -2.61 -1.35 0.28 0.355
H -1.70 -1.10 1.83 0.302
H -1.71 1.46 -0.25 -0.182
```


entry one wins, 69.8 kcal/mol ahead of the next structure.


Entry one
DFT (ωB97M-V/def2-TZVPD) results for one molecule with the formula C2H4ClNO3.

Output
- Charge: 0
- Lowest unoccupied orbital energy: 0.001 Eh
- Spin multiplicity: 1
- SMILES: CN(O)OC(=O)Cl

The geometry in XYZ format:
```
11
Properties=species:S:1:pos:R:3:mulliken_charge:R:1
C 1.39 0.97 -0.26 -0.699
C -1.26 -1.39 1.19 0.678
N 0.01 0.41 -0.21 -0.021
O -0.15 -0.94 0.74 -0.224
O -0.21 -0.03 -1.47 -0.302
O -1.38 -2.25 2.05 -0.482
Cl -2.72 -0.55 0.47 -0.204
H 1.40 2.09 -0.34 0.288
H 2.09 0.75 0.55 0.300
H 1.95 0.60 -1.19 0.290
H -1.13 0.33 -1.53 0.377
```


Entry two
DFT (ωB97M-V/def2-TZVPD) results for one molecule with the formula C2H4ClNO3.

Output
- Charge: 0
- Lowest unoccupied orbital energy: 0.000 Eh
- Spin multiplicity: 1
- SMILES: O=[N+]([O-])[C@H](Cl)CO

The geometry in XYZ format:
```
11
Properties=species:S:1:pos:R:3:mulliken_charge:R:1
C 0.08 0.14 0.37 -0.374
C 1.51 -0.41 0.39 -0.037
N 2.45 0.81 0.01 0.849
O 2.20 1.80 0.60 -0.541
O 3.48 0.57 -0.55 -0.535
O -0.86 -0.95 0.63 -0.505
Cl 1.80 -1.74 -0.67 -0.101
H -0.33 0.49 -0.59 0.304
H -0.05 0.84 1.26 0.250
H 1.91 -0.52 1.35 0.383
H -0.55 -1.47 1.42 0.308
```


entry two wins, 2.7 kcal/mol ahead of the next structure.


Entry one
DFT (ωB97M-V/def2-TZVPD) results for an isolated ion of composition C8H14N3 and charge +1.

Output
- Charge: +1
- Lowest unoccupied orbital energy: -0.126 Eh
- Spin multiplicity: 1
- SMILES: [H]/N=c1\nc1C[N@@+](C)(C=C)CC

The geometry in XYZ format:
```
25
Properties=species:S:1:pos:R:3:mulliken_charge:R:1
C -2.17 0.21 0.12 0.385
C 2.12 1.80 0.06 -1.009
C 1.40 0.96 0.75 0.111
C -3.49 0.13 -0.39 0.436
C 1.84 -1.92 0.18 -1.110
C 0.32 0.15 -1.30 -1.179
C -0.93 0.80 0.73 -0.661
C 0.52 -1.37 0.60 -0.420
N -2.53 -0.90 -0.47 -0.442
N -4.57 0.70 -0.63 -0.602
N 0.39 0.05 0.18 0.292
H 2.81 2.51 0.54 0.303
H 2.05 2.27 -0.87 0.311
H 1.39 0.73 1.85 0.372
H 2.56 -1.12 0.22 0.361
H 2.21 -2.74 0.75 0.412
H 1.92 -2.23 -0.87 0.329
H 0.25 -0.86 -1.64 0.312
H -0.43 0.82 -1.61 0.394
H 1.28 0.44 -1.60 0.557
H -0.91 1.85 0.55 0.323
H -0.97 0.56 1.78 0.463
H 0.68 -1.34 1.77 0.301
H -0.46 -1.74 0.35 0.489
H -5.29 0.24 -1.03 0.274
```


Entry two
DFT (ωB97M-V/def2-TZVPD) results for an isolated ion of composition C8H14N3 and charge +1.

Output
- Charge: +1
- Lowest unoccupied orbital energy (alpha / beta): -0.134 / -0.174 Eh
- Spin multiplicity: 1

The geometry in XYZ format:
```
25
Properties=species:S:1:pos:R:3:mulliken_charge:R:1
C 2.55 0.66 0.31 -0.022
C 1.84 -0.80 1.62 0.050
C 0.00 0.53 -1.82 -0.498
C 0.47 1.52 -0.77 -0.672
C -1.07 -0.30 -1.33 -0.309
C -0.57 -0.41 1.47 -0.177
C -1.04 -1.77 -1.58 -0.966
C -1.54 0.55 1.99 -1.164
N 2.94 -0.32 1.11 -0.469
N 1.21 0.79 0.22 0.189
N 0.76 -0.17 1.13 0.175
H 3.31 1.12 -0.29 0.403
H 1.85 -1.61 2.50 0.339
H -0.55 1.15 -2.65 0.317
H 0.73 -0.06 -2.40 0.336
H 1.22 2.17 -1.13 0.406
H -0.43 1.98 -0.40 0.334
H -1.88 0.21 -0.77 0.518
H -0.89 -1.46 1.58 0.400
H -0.54 -2.43 -0.76 0.202
H -0.57 -2.01 -2.62 0.349
H -2.12 -1.96 -1.61 0.309
H -2.53 0.77 1.26 0.201
H -1.13 1.56 2.08 0.335
H -2.02 0.29 2.88 0.416
```


entry two wins, 4.5 kcal/mol ahead of the next structure.


Entry one
DFT (ωB97M-V/def2-TZVPD) results for a 2-piece molecular cluster, C2H11N2O overall.

Output
- Charge: +1
- Lowest unoccupied orbital energy: -0.128 Eh
- Spin multiplicity: 1

The geometry in XYZ format:
```
16
Properties=species:S:1:pos:R:3:mulliken_charge:R:1
C -0.17 -1.79 -1.47 -0.669
N -1.22 -0.68 -1.69 -0.228
H 0.61 -1.26 -0.94 0.212
H 0.05 -2.29 -2.39 0.354
H -0.61 -2.50 -0.78 0.321
H -2.16 -1.03 -1.60 0.380
H -1.01 0.01 -0.92 0.308
H -1.01 -0.22 -2.57 0.382
N 1.66 1.24 1.32 -0.525
C 0.36 0.70 1.62 -0.250
O -0.48 0.73 0.48 -0.643
H 2.00 0.99 0.41 0.198
H 2.32 1.05 2.06 0.226
H -0.07 1.26 2.47 0.329
H 0.29 -0.31 2.04 0.296
H -0.59 1.65 0.20 0.308
```


Entry two
DFT (ωB97M-V/def2-TZVPD) results for a 2-piece molecular cluster, C2H11N2O overall.

Output
- Charge: +1
- Lowest unoccupied orbital energy: -0.126 Eh
- Spin multiplicity: 1

The geometry in XYZ format:
```
16
Properties=species:S:1:pos:R:3:mulliken_charge:R:1
C 1.82 -0.87 -1.63 -0.608
N 1.57 -1.06 -0.10 -0.732
H 2.54 -1.67 -1.97 0.287
H 0.84 -1.10 -2.07 0.192
H 2.17 0.17 -1.64 0.295
H 1.95 -0.23 0.17 0.238
H 2.25 -1.73 0.38 0.266
H -0.23 -0.54 0.35 0.305
N -1.30 -0.46 0.26 -0.314
C -1.62 1.04 0.42 -0.267
O -0.54 1.45 1.09 -0.476
H -1.86 -1.06 1.08 0.433
H -1.63 -0.61 -0.68 0.348
H -1.70 1.29 -0.62 0.305
H -2.60 1.17 0.92 0.384
H -0.50 2.32 1.52 0.343
```


entry one wins, 26.9 kcal/mol ahead of the next structure.


Entry one
DFT (ωB97M-V/def2-TZVPD) results for a 2-piece molecular cluster, C2H11N2O overall.

Output
- Charge: +1
- Lowest unoccupied orbital energy: -0.126 Eh
- Spin multiplicity: 1

The geometry in XYZ format:
```
16
Properties=species:S:1:pos:R:3:mulliken_charge:R:1
C -1.15 0.58 0.87 -0.436
N -0.70 -0.73 1.20 -0.383
C 0.03 1.49 0.54 -0.581
N 0.86 0.95 -0.62 -0.200
H -1.65 1.08 1.69 0.412
H -1.87 0.64 0.04 0.275
H -1.03 -1.15 2.05 0.211
H -0.57 -1.38 0.45 0.061
H 0.69 1.55 1.40 0.306
H -0.20 2.52 0.25 0.364
H 0.52 1.38 -1.48 0.377
H 1.81 1.30 -0.54 0.355
H 0.86 -0.08 -0.70 0.270
H 1.02 -1.83 -2.39 0.330
H 0.03 -2.47 -1.47 0.340
O 0.80 -1.89 -1.45 -0.702
```


Entry two
DFT (ωB97M-V/def2-TZVPD) results for a 2-piece molecular cluster, C2H11N2O overall.

Output
- Charge: +1
- Lowest unoccupied orbital energy: -0.133 Eh
- Spin multiplicity: 1

The geometry in XYZ format:
```
16
Properties=species:S:1:pos:R:3:mulliken_charge:R:1
C -0.23 -0.79 2.54 -0.737
N -0.57 0.13 1.48 -0.695
H -0.62 -0.65 3.73 0.228
H -0.68 -1.72 2.17 0.299
H 0.86 -0.65 2.74 0.275
H -0.51 1.18 1.72 0.251
H -1.49 -0.07 1.08 0.275
H 0.40 -0.05 -0.12 0.303
N 0.90 0.10 -1.04 -0.212
C 0.04 0.80 -2.09 -0.168
O -0.08 -0.07 -3.08 -0.524
H 1.17 -0.73 -1.46 0.358
H 1.81 0.67 -0.77 0.417
H -0.97 1.17 -1.62 0.256
H 0.68 1.65 -2.50 0.308
H -0.70 -0.96 -2.76 0.367
```


Entry three
DFT (ωB97M-V/def2-TZVPD) results for a 2-piece molecular cluster, C2H11N2O overall.

Output
- Charge: +1
- Lowest unoccupied orbital energy: -0.123 Eh
- Spin multiplicity: 1

The geometry in XYZ format:
```
16
Properties=species:S:1:pos:R:3:mulliken_charge:R:1
N -0.33 0.66 0.35 -0.413
C 0.40 -0.07 -0.84 -0.534
C 1.62 -0.92 -0.21 -0.438
N 1.16 -2.31 -0.03 -0.580
H -0.70 -0.07 1.01 0.349
H 0.03 1.55 0.71 0.315
H -1.18 1.04 -0.08 0.397
H -0.41 -0.80 -1.28 0.364
H 0.56 0.61 -1.64 0.462
H 2.56 -0.64 -0.80 0.334
H 1.91 -0.40 0.78 0.297
H 1.78 -3.01 -0.39 0.234
H 1.05 -2.45 0.98 0.245
H -3.21 1.71 0.30 0.253
H -2.74 3.05 0.52 0.342
O -2.52 2.07 0.63 -0.626
```


entry one wins, 35.3 kcal/mol ahead of the next structure.


Entry one
DFT (ωB97M-V/def2-TZVPD) results for a 16-piece molecular cluster, C16H64O16 overall.

Output
- Charge: 0
- Lowest unoccupied orbital energy: -0.006 Eh
- Spin multiplicity: 1

The geometry in XYZ format:
```
96
Properties=species:S:1:pos:R:3:mulliken_charge:R:1
C 4.86 -2.60 -3.00 -0.328
O 6.19 -2.20 -2.48 -0.531
H 4.83 -3.65 -3.32 0.235
H 4.16 -2.45 -2.18 0.095
H 4.52 -1.94 -3.80 0.235
H 6.69 -1.67 -3.11 0.299
C 3.35 2.69 4.65 -0.527
O 3.20 2.43 3.30 -0.423
H 2.40 2.43 5.12 0.084
H 4.18 2.23 5.18 0.294
H 3.49 3.77 4.70 0.297
H 3.07 1.50 3.12 0.239
C 0.07 -1.47 5.07 -0.474
O 1.41 -1.72 5.46 -0.578
H -0.07 -0.41 4.82 0.077
H -0.32 -2.01 4.21 0.252
H -0.53 -1.64 5.96 0.383
H 1.60 -1.08 6.15 0.314
C 4.08 3.94 0.79 -0.366
O 4.80 4.15 2.04 -0.576
H 3.68 4.92 0.51 0.231
H 4.78 3.67 -0.01 0.246
H 3.28 3.21 0.92 0.029
H 4.43 3.51 2.65 0.515
C -1.16 2.19 -6.04 -0.588
O -0.19 1.11 -6.38 -0.530
H -1.07 2.93 -6.84 0.343
H -2.16 1.76 -5.95 0.259
H -1.02 2.82 -5.16 0.257
H 0.63 1.57 -6.58 0.255
C -1.18 -2.28 -6.00 -0.204
O -1.49 -1.35 -7.05 -0.504
H -0.24 -2.82 -6.10 0.199
H -1.17 -1.69 -5.08 -0.022
H -1.99 -2.98 -6.22 0.234
H -0.93 -0.59 -6.90 0.311
C -0.55 -0.31 -0.15 -0.968
O -1.18 0.26 -1.28 -0.085
H 0.31 0.24 0.24 0.249
H -1.13 -0.54 0.74 0.273
H -0.13 -1.26 -0.48 0.552
H -0.72 0.00 -2.08 0.024
C 1.90 -6.12 -2.10 -0.522
O 1.31 -7.47 -2.26 -0.513
H 1.18 -5.31 -2.11 0.217
H 2.59 -5.97 -1.27 0.270
H 2.45 -5.87 -3.01 0.256
H 2.00 -8.12 -2.09 0.294
C -3.51 1.33 2.49 0.232
O -4.00 0.16 3.00 -0.556
H -3.89 2.29 2.83 0.337
H -2.43 1.30 2.66 -0.104
H -3.72 1.28 1.42 -0.071
H -3.87 -0.49 2.29 0.300
C -3.01 2.63 -2.43 -0.508
O -3.92 1.97 -1.55 -0.557
H -2.17 3.20 -2.02 0.254
H -2.64 1.84 -3.09 0.180
H -3.54 3.39 -3.00 0.337
H -3.50 1.42 -0.89 0.187
C -0.90 2.88 5.55 -0.367
O -1.85 3.79 5.18 -0.554
H -1.19 2.31 6.44 0.342
H -0.67 2.17 4.76 -0.121
H 0.01 3.33 5.92 0.272
H -1.83 3.76 4.22 0.455
C -4.81 -1.10 -1.03 -0.172
O -5.34 -1.57 0.18 -0.537
H -4.62 -1.92 -1.72 0.364
H -5.37 -0.31 -1.54 0.304
H -3.81 -0.72 -0.86 -0.216
H -5.46 -2.52 0.19 0.295
C -0.29 2.81 1.81 -0.404
O -1.17 3.71 2.38 -0.636
H 0.46 3.32 1.21 0.438
H 0.38 2.19 2.41 0.235
H -0.83 2.23 1.06 -0.082
H -0.77 4.57 2.57 0.334
C 1.47 0.76 -3.22 -0.657
O 0.71 -0.51 -3.18 -0.496
H 0.83 1.62 -3.04 0.209
H 2.20 0.75 -2.41 0.338
H 1.97 0.99 -4.16 0.345
H 1.22 -1.19 -3.62 0.220
C -2.64 -3.36 1.46 -0.498
O -3.42 -2.45 2.18 -0.427
H -2.33 -4.21 2.06 0.258
H -3.19 -3.76 0.61 0.317
H -1.79 -2.81 1.06 0.064
H -4.31 -2.82 2.14 0.240
C 2.29 -1.44 1.82 -0.406
O 2.41 -0.55 2.90 -0.422
H 2.74 -2.42 1.96 0.354
H 1.24 -1.74 1.79 -0.013
H 2.57 -0.97 0.87 0.242
H 2.10 -0.98 3.70 0.273
```


Entry two
DFT (ωB97M-V/def2-TZVPD) results for a 16-piece molecular cluster, C16H64O16 overall.

Output
- Charge: 0
- Lowest unoccupied orbital energy: 0.004 Eh
- Spin multiplicity: 1

The geometry in XYZ format:
```
96
Properties=species:S:1:pos:R:3:mulliken_charge:R:1
C -4.32 1.41 -3.69 -0.589
O -4.02 0.06 -3.33 -0.553
H -3.59 1.76 -4.37 0.345
H -4.19 2.07 -2.86 0.003
H -5.33 1.58 -4.05 0.339
H -3.10 -0.03 -3.07 0.341
C 3.69 0.94 2.85 -0.191
O 3.52 1.89 3.85 -0.637
H 2.84 0.82 2.25 -0.196
H 3.74 -0.07 3.32 0.282
H 4.63 1.14 2.40 0.403
H 2.61 2.06 4.21 0.363
C 3.56 -3.25 2.03 -0.906
O 2.75 -2.19 1.48 -0.035
H 3.48 -4.16 1.46 0.272
H 3.16 -3.49 3.05 0.297
H 4.61 -2.96 2.14 0.373
H 3.24 -1.67 0.83 0.130
C 1.08 -0.91 4.08 -0.086
O -0.12 -0.46 4.66 -0.686
H 1.09 -0.41 3.14 -0.241
H 1.05 -1.96 3.93 0.242
H 1.88 -0.66 4.78 0.362
H -0.84 -0.67 4.09 0.304
C 0.60 -0.12 -0.47 0.459
O -0.69 0.45 -0.28 3.976
H 0.50 -1.09 -0.98 0.220
H 1.12 -0.33 0.46 -1.074
H 1.23 0.43 -1.14 -0.060
H -1.03 0.57 -1.19 -1.277
C 0.14 2.19 2.21 0.778
O -0.65 3.21 2.80 -0.663
H 1.14 2.36 2.53 0.235
H 0.04 2.22 1.16 -0.694
H -0.14 1.26 2.66 -0.112
H -1.09 2.86 3.60 0.374
C -0.70 0.47 -4.00 -0.672
O -1.19 -0.26 -2.89 -0.543
H -1.39 1.31 -4.21 0.239
H -0.63 -0.08 -4.88 0.349
H 0.31 0.78 -3.77 0.185
H -0.69 -1.04 -2.83 -0.015
C -2.38 -2.59 -0.68 -0.319
O -3.47 -2.18 -1.49 -0.602
H -2.05 -3.60 -0.82 0.565
H -2.50 -2.31 0.39 0.123
H -1.54 -1.99 -1.04 -0.179
H -3.69 -1.33 -1.18 0.224
C 0.30 -4.17 0.44 -0.348
O 0.28 -3.04 1.29 -0.191
H 1.25 -4.68 0.45 0.208
H 0.14 -3.84 -0.60 -0.150
H -0.47 -4.92 0.63 0.336
H 1.16 -2.69 1.24 0.213
C 5.03 -0.46 0.37 -0.818
O 3.81 -0.40 -0.37 -0.700
H 5.38 0.57 0.48 0.361
H 5.76 -1.01 -0.24 0.241
H 5.04 -0.96 1.34 0.238
H 3.80 0.41 -0.84 0.446
C 3.32 2.64 -0.08 -0.740
O 3.35 2.12 -1.36 -0.751
H 2.54 2.23 0.56 0.234
H 3.06 3.69 -0.18 0.422
H 4.22 2.51 0.47 0.461
H 2.49 2.27 -1.83 0.199
C 0.47 -3.70 -3.17 -0.807
O 0.85 -2.38 -3.04 -0.380
H 0.42 -3.77 -4.24 0.346
H -0.49 -3.87 -2.71 0.295
H 1.18 -4.46 -2.71 0.258
H 1.80 -2.36 -2.92 0.282
C -2.55 -0.36 2.79 -0.717
O -1.44 -0.87 2.11 -0.223
H -3.40 -0.20 2.15 -0.050
H -2.34 0.60 3.28 0.289
H -2.83 -1.12 3.49 0.466
H -1.22 -0.25 1.38 -0.366
C -2.66 2.92 0.40 -0.682
O -3.02 2.79 -0.97 -0.527
H -2.30 1.94 0.73 -0.164
H -3.44 3.34 0.92 0.535
H -1.88 3.55 0.32 0.484
H -3.19 3.68 -1.36 0.328
C 0.37 3.12 -1.84 -0.128
O 1.37 3.04 -2.78 -0.661
H -0.16 4.07 -1.80 0.438
H 0.84 3.01 -0.90 -0.042
H -0.38 2.33 -1.96 -0.061
H 1.08 3.06 -3.69 0.349
C -5.39 0.51 -0.43 -0.769
O -4.00 0.23 -0.26 -0.284
H -5.91 -0.41 -0.83 0.276
H -5.53 1.37 -1.09 0.245
H -5.85 0.77 0.53 0.275
H -3.51 1.05 -0.39 -0.124
```


entry two wins, 27.0 kcal/mol ahead of the next structure.